C59H54I4IrN9OPS | the ωB97M-V functional and the def2-TZVPD basis

```
! RIJCOSX wB97M-V def2-TZVPD def2/J DEFGRID3
* xyz 0 2
Ir -0.48871 -0.17130 -0.15685
I -6.93253 6.69125 0.79350
C -5.18065 5.51510 0.62772
C -4.09648 5.99634 -0.08419
C -2.98343 5.19363 -0.25277
C -2.93293 3.91801 0.30057
C -4.01512 3.48458 1.07563
C -5.14059 4.26782 1.22914
C -1.85425 2.95140 0.06477
C -1.24287 2.42576 1.21539
C -1.27841 3.06637 2.47667
C -0.59385 2.26126 3.35082
C -0.16058 1.12560 2.62218
C 0.37340 -0.04454 3.20212
C 0.46595 -0.07666 4.66165
C -0.28233 -1.03309 5.35257
C -0.34189 -1.02430 6.72970
C 0.32811 -0.03772 7.43263
I 0.14075 0.03420 9.54395
C 1.11420 0.89280 6.77598
C 1.19443 0.85894 5.39640
C 0.52890 -1.26371 2.51915
N 0.14532 -1.52950 1.23455
C 0.30463 -2.86941 1.03515
C -0.10012 -3.60206 -0.10076
C -0.21624 -5.05064 0.06918
C 0.32826 -5.97851 -0.82075
C 0.08709 -7.33161 -0.66543
C -0.69711 -7.76989 0.38862
I -1.14465 -9.83522 0.57466
C -1.19518 -6.87531 1.32211
C -0.95370 -5.52769 1.15855
C -0.51492 -3.02838 -1.31959
C -0.88178 -3.74029 -2.48824
C -1.22503 -2.80974 -3.43460
C -1.08656 -1.53096 -2.84066
N -0.65376 -1.68349 -1.55203
C -1.41664 -0.30687 -3.46473
C -1.44149 0.95196 -2.83873
C -1.86813 2.15605 -3.45677
C -2.06139 3.07302 -2.45401
C -1.67805 2.44635 -1.24491
N -1.23567 1.18090 -1.50727
C -1.99526 -0.40510 -4.80719
C -1.32880 -1.04312 -5.85460
C -1.94348 -1.23181 -7.07818
C -3.23923 -0.78337 -7.26716
I -4.20246 -1.12743 -9.12089
C -3.90875 -0.11562 -6.25633
C -3.28636 0.07419 -5.03939
C 0.90310 -3.44845 2.18211
C 1.04034 -2.44800 3.10608
N -0.51465 1.27002 1.30841
H -4.12143 6.98706 -0.51201
H -2.13105 5.56673 -0.79641
H -3.97435 2.50614 1.53332
H -5.98411 3.90246 1.79969
H -1.76196 4.00309 2.67917
H -0.44509 2.43314 4.39683
H -0.86175 -1.75026 4.79267
H -0.92004 -1.77161 7.24885
H 1.64718 1.64892 7.33388
H 1.83718 1.56278 4.88903
H 0.96652 -5.64015 -1.62449
H 0.50270 -8.03813 -1.36929
H -1.78255 -7.21819 2.16025
H -1.35896 -4.81848 1.86505
H -0.89891 -4.80543 -2.60469
H -1.56109 -3.00381 -4.43266
H -2.01816 2.30334 -4.50785
H -2.44036 4.07065 -2.55494
H -0.31347 -1.38391 -5.70765
H -1.41641 -1.73889 -7.87291
H -4.91672 0.23661 -6.40861
H -3.81801 0.57305 -4.24305
H 1.19888 -4.47603 2.26862
H 1.46129 -2.51748 4.08820
O -2.50864 -1.56033 2.69051
S -3.17892 -1.06312 1.49032
N -2.28749 -0.55642 0.40077
N 1.31913 0.16002 -0.74179
P 2.78985 0.35672 -1.23530
N 3.88956 -0.03112 -0.02752
C 3.49105 -0.96708 1.00022
C 3.68972 -0.36103 2.38494
C 5.15778 0.01437 2.55769
C 5.59973 0.95989 1.44221
C 5.27655 0.36558 0.06640
N 3.27635 1.92413 -1.63427
C 3.11493 2.91287 -0.58731
C 1.72356 3.53685 -0.61772
C 1.44440 4.14512 -1.98737
C 1.64592 3.09905 -3.07624
C 3.02878 2.46180 -2.95615
N 3.11764 -0.48493 -2.64904
C 4.45018 -0.52112 -3.21550
C 5.13116 -1.86527 -2.96091
C 4.25602 -2.99619 -3.49285
C 2.88015 -2.93016 -2.84017
C 2.25968 -1.56054 -3.09417
H 4.08458 -1.88901 0.91958
H 2.44441 -1.21121 0.82485
H 3.38837 -1.08528 3.14162
H 3.04865 0.51743 2.48164
H 5.75705 -0.89911 2.51914
H 5.31529 0.48595 3.52884
H 6.67632 1.13597 1.50722
H 5.09338 1.92009 1.55634
H 5.91891 -0.51547 -0.08454
H 5.49255 1.09423 -0.71736
H 3.88244 3.68510 -0.72103
H 3.27733 2.41973 0.37250
H 1.64031 4.29700 0.16196
H 1.00465 2.74160 -0.40975
H 2.12769 4.98117 -2.15903
H 0.41969 4.52116 -2.02491
H 1.53637 3.55516 -4.06125
H 0.89858 2.31254 -2.96603
H 3.80579 3.21103 -3.16085
H 3.12144 1.65416 -3.68298
H 5.03098 0.29734 -2.78254
H 4.37324 -0.36777 -4.30258
H 5.28713 -1.99746 -1.88967
H 6.10378 -1.86971 -3.45355
H 4.72389 -3.96421 -3.30594
H 4.14234 -2.87975 -4.57245
H 2.96955 -3.08818 -1.76430
H 2.22419 -3.69915 -3.24826
H 1.31760 -1.46506 -2.56006
H 2.06717 -1.44461 -4.16927
*
```

The calculation puts the energy above the lowest of the compared OMol25 structures with the same formula, charge and spin at 0.000 eV. As for the HOMO energy (spin up / spin down): -0.2532 / -0.2533 Eh. For the orbital gap (spin up / spin down), the calculation gives 0.1996 / 0.1922 Eh. The LUMO energy (spin up / spin down) is -1.457 / -1.663 eV. Its total energy is -132886.8249 eV.